{
  "formula": "C65H62MoN3O4P2S3",
  "method": "ωB97M-V/def2-TZVPD",
  "multiplicity": 1,
  "largest_force_ev_per_a": 2.3,
  "total_energy_ev": -134005.56698,
  "charge": 1,
  "homo_energy_ev": [-9.2, -9.2],
  "elements": ["Mo", "C", "C", "N", "N", "C", "S", "S", "C", "C", "C", "C", "C", "C", "C", "C", "C", "C", "C", "C", "C", "O", "H", "H", "H", "H", "H", "H", "H", "H", "H", "H", "H", "H", "H", "H", "O", "P", "C", "P", "O", "C", "C", "C", "C", "C", "C", "C", "C", "C", "C", "C", "C", "C", "C", "C", "C", "C", "C", "C", "C", "C", "C", "C", "C", "H", "H", "H", "H", "H", "H", "H", "H", "H", "H", "H", "H", "H", "H", "H", "H", "H", "H", "H", "H", "H", "H", "C", "C", "C", "C", "C", "C", "C", "C", "H", "H", "H", "H", "H", "N", "S", "C", "C", "C", "C", "C", "C", "C", "C", "C", "C", "C", "C", "H", "H", "H", "H", "H", "H", "H", "H", "H", "H", "H", "C", "C", "O", "C", "C", "H", "H", "H", "H", "H", "H", "H", "H", "H", "H"],
  "xyz": [[-0.1099, 0.7670, -0.4592], [-2.3403, -1.1944, -3.8080], [-2.1144, -0.5449, -2.4802], [-0.8952, -0.2663, -2.0873], [0.1032, -0.7267, -2.9339], [1.1886, -1.1190, -2.3717], [1.4699, -1.1540, -0.6586], [2.4794, -1.7510, -3.3582], [1.7731, -1.7388, -5.0304], [0.6409, -2.7035, -5.2959], [-0.0951, -2.5384, -6.4675], [-1.1453, -3.3901, -6.7699], [-1.4692, -4.4283, -5.9085], [-0.7262, -4.6130, -4.7530], [0.3202, -3.7539, -4.4461], [-3.2527, -0.3278, -1.6162], [-4.5610, -0.5486, -2.0832], [-5.6504, -0.5060, -1.2436], [-5.4658, -0.2417, 0.1137], [-4.2007, -0.0184, 0.6036], [-3.0755, -0.0516, -0.2383], [-1.8840, 0.0882, 0.2921], [-2.5955, -2.2473, -3.6755], [-1.4486, -1.1259, -4.4154], [-3.1599, -0.7107, -4.3334], [2.6265, -1.9846, -5.6661], [1.4651, -0.7148, -5.2406], [0.1631, -1.7377, -7.1516], [-1.7086, -3.2511, -7.6838], [-2.2867, -5.0966, -6.1456], [-0.9623, -5.4313, -4.0847], [0.8954, -3.9080, -3.5426], [-4.7324, -0.7665, -3.1272], [-6.6434, -0.6746, -1.6375], [-6.3172, -0.2056, 0.7807], [-4.0335, 0.1983, 1.6505], [1.6590, 1.8419, 0.3564], [1.9284, 3.3010, 0.0902], [0.5703, 4.1210, -0.7886], [0.1712, 2.9691, -2.3070], [1.0505, 1.7399, -2.1051], [1.0587, 4.2202, -3.3674], [2.3894, 4.1821, -3.7536], [2.9540, 5.2672, -4.4147], [2.1893, 6.3860, -4.7002], [0.8462, 6.4225, -4.3432], [0.2911, 5.3466, -3.6738], [-0.9455, 2.5128, -3.7507], [-2.3156, 2.6156, -3.9192], [-2.9124, 2.1476, -5.0841], [-2.1454, 1.5790, -6.0864], [-0.7674, 1.5044, -5.9380], [-0.1708, 1.9748, -4.7818], [2.1179, 4.1096, 1.6981], [1.6090, 5.3561, 2.0407], [1.8395, 5.8664, 3.3106], [2.5731, 5.1370, 4.2341], [3.0761, 3.8866, 3.8971], [2.8492, 3.3734, 2.6317], [3.4835, 3.4737, -0.7867], [4.0916, 4.7143, -0.9527], [5.3047, 4.7939, -1.6138], [5.9073, 3.6395, -2.0982], [5.2977, 2.4030, -1.9332], [4.0850, 2.3147, -1.2674], [0.9065, 5.1059, -1.1124], [-0.2477, 4.2286, -0.0781], [2.9874, 3.3046, -3.5412], [3.9977, 5.2362, -4.6999], [2.6374, 7.2320, -5.2046], [0.2397, 7.2865, -4.5823], [-0.7538, 5.3636, -3.3720], [-2.9364, 3.0636, -3.1566], [-3.9857, 2.2309, -5.2015], [-2.6145, 1.1925, -6.9819], [-0.1577, 1.0831, -6.7273], [0.9034, 1.9265, -4.6601], [1.0444, 5.9362, 1.3205], [1.4587, 6.8440, 3.5745], [2.7528, 5.5424, 5.2210], [3.6613, 3.3199, 4.6098], [3.2416, 2.4044, 2.3457], [3.6242, 5.6086, -0.5556], [5.7885, 5.7521, -1.7492], [6.8645, 3.7041, -2.5989], [5.7673, 1.5080, -2.3190], [3.5970, 1.3584, -1.1213], [-1.3766, 2.4162, -1.0552], [-2.4657, 2.9680, -0.9309], [-3.7273, 3.5981, -0.7570], [-4.9004, 2.9767, -1.1961], [-6.1301, 3.5486, -0.9297], [-6.2083, 4.7557, -0.2475], [-5.0445, 5.4131, 0.1314], [-3.8111, 4.8448, -0.1254], [-4.8294, 2.0389, -1.7279], [-7.0331, 3.0474, -1.2532], [-7.1720, 5.1923, -0.0220], [-5.1054, 6.3694, 0.6343], [-2.8985, 5.3570, 0.1531], [0.0115, 0.6276, 1.6256], [-1.0348, -0.1415, 2.6071], [-2.1298, 1.1814, 3.2032], [-2.9803, 0.8929, 4.2617], [-3.8393, 1.8732, 4.7295], [-3.8493, 3.1272, 4.1346], [-2.9840, 3.4078, 3.0882], [-2.1170, 2.4317, 2.6163], [-0.1154, -0.1651, 4.1608], [-0.1934, -1.2958, 4.9553], [0.5120, -1.3394, 6.1492], [1.2859, -0.2557, 6.5382], [1.3379, 0.8840, 5.7450], [0.6336, 0.9346, 4.5537], [0.9484, 0.5038, 1.9894], [-2.9706, -0.0912, 4.7159], [-4.5030, 1.6575, 5.5560], [-4.5377, 3.8858, 4.4828], [-2.9961, 4.3883, 2.6354], [-1.4407, 2.6197, 1.7924], [-0.7944, -2.1384, 4.6358], [0.4580, -2.2219, 6.7722], [1.8441, -0.2951, 7.4638], [1.9255, 1.7374, 6.0564], [0.6662, 1.8245, 3.9359], [-1.2800, -3.2345, 1.1918], [0.1043, -3.4958, 1.7508], [0.7323, -2.2861, 2.1684], [2.0578, -2.5506, 2.6133], [2.8743, -1.2754, 2.7088], [-1.6237, -4.0972, 0.6220], [-1.2329, -2.3744, 0.5272], [-2.0056, -3.0277, 1.9780], [0.7224, -3.9646, 0.9752], [0.0601, -4.1908, 2.6005], [2.5341, -3.2309, 1.8972], [2.0200, -3.0575, 3.5869], [2.8100, -0.7240, 1.7693], [3.9179, -1.5365, 2.8815], [2.5394, -0.6487, 3.5343]],
  "forces_ev_per_angstrom": [[0.328, -1.059, 1.047], [0.051, -0.058, -0.070], [0.749, 0.119, -0.239], [-0.459, -0.574, -0.414], [0.294, -0.243, -0.646], [-0.675, -0.224, -0.208], [-0.096, 0.935, 0.061], [0.251, -0.033, -0.114], [-0.015, -0.006, 0.367], [-0.047, -0.024, -0.034], [0.021, 0.012, 0.072], [-0.029, 0.001, -0.061], [-0.007, -0.033, -0.007], [-0.032, 0.006, 0.022], [0.013, 0.003, -0.046], [-0.213, 0.266, 0.562], [0.029, -0.013, -0.032], [-0.083, 0.042, 0.037], [0.033, 0.029, -0.109], [0.324, 0.078, 0.129], [-0.689, -0.313, -0.807], [1.251, 0.494, 0.079], [0.015, -0.044, -0.010], [0.016, -0.058, -0.071], [-0.041, 0.033, 0.045], [0.036, 0.080, 0.007], [-0.039, -0.020, -0.088], [-0.024, 0.035, 0.010], [0.007, 0.020, -0.004], [0.000, -0.004, 0.004], [0.007, 0.002, 0.014], [-0.008, 0.023, 0.036], [0.056, -0.002, 0.001], [0.005, -0.024, -0.003], [0.008, 0.001, 0.024], [-0.064, -0.017, 0.019], [-0.435, -0.317, -0.166], [0.013, 0.626, 0.177], [0.157, -0.260, -0.025], [-0.060, 1.999, -1.124], [-0.484, -1.073, 0.930], [0.021, -0.082, 0.010], [-0.076, -0.170, 0.003], [-0.014, 0.027, -0.044], [0.088, 0.048, -0.061], [-0.057, -0.022, 0.084], [0.072, -0.119, -0.006], [0.100, 0.060, 0.157], [0.070, 0.063, 0.085], [-0.092, 0.047, -0.033], [0.005, -0.028, -0.035], [0.021, -0.023, 0.019], [-0.086, -0.005, 0.084], [0.060, -0.108, -0.194], [0.036, -0.027, -0.099], [0.008, 0.087, 0.037], [-0.048, -0.025, 0.030], [0.029, -0.018, -0.049], [0.032, 0.055, -0.034], [-0.129, -0.022, 0.163], [-0.008, -0.048, 0.055], [0.034, 0.063, 0.014], [-0.008, -0.037, -0.041], [0.043, 0.042, 0.014], [-0.045, -0.061, 0.010], [-0.022, -0.014, -0.081], [-0.012, -0.054, -0.048], [0.047, 0.006, 0.026], [0.003, -0.008, -0.022], [-0.011, -0.007, -0.031], [0.012, 0.007, 0.006], [-0.023, 0.123, -0.104], [0.022, -0.046, -0.030], [-0.003, 0.018, -0.010], [-0.018, 0.044, -0.019], [0.014, -0.018, 0.011], [0.026, -0.094, -0.095], [-0.017, 0.008, 0.012], [-0.030, -0.010, 0.011], [0.008, 0.019, -0.001], [-0.012, 0.007, 0.022], [0.020, -0.020, 0.082], [0.019, 0.036, -0.036], [-0.011, 0.011, 0.016], [-0.011, 0.012, -0.034], [0.012, -0.008, 0.022], [-0.020, 0.010, -0.041], [-0.239, 0.104, 0.393], [0.402, -0.127, 0.062], [-0.259, 0.251, 0.027], [0.118, -0.031, 0.081], [-0.121, -0.003, -0.024], [0.078, -0.022, -0.041], [-0.059, 0.108, 0.041], [0.062, -0.087, 0.007], [-0.018, -0.085, 0.029], [-0.006, 0.006, 0.006], [-0.009, 0.006, -0.028], [0.014, 0.007, -0.013], [-0.001, -0.021, 0.086], [-0.188, -0.377, -0.009], [-0.182, 0.556, 1.045], [-0.099, -0.006, -0.172], [-0.038, -0.166, -0.093], [-0.034, -0.057, -0.004], [0.013, 0.073, -0.034], [-0.080, -0.038, 0.083], [0.129, -0.086, -0.170], [0.137, -0.144, -0.169], [-0.075, -0.091, -0.163], [0.001, 0.029, 0.058], [-0.029, -0.029, 0.000], [-0.002, -0.013, -0.023], [-0.021, 0.152, -0.031], [0.072, 0.119, -0.088], [-0.020, 0.008, 0.040], [-0.006, -0.015, -0.002], [0.028, 0.009, 0.039], [0.030, 0.037, -0.063], [-0.015, 0.052, -0.015], [0.065, -0.042, -0.018], [0.008, -0.008, -0.002], [-0.007, -0.002, 0.011], [0.001, 0.010, -0.008], [-0.001, -0.001, -0.006], [0.167, 0.162, 0.146], [-0.038, -0.153, -0.054], [0.022, -0.214, -0.027], [0.101, -0.005, -0.011], [-0.227, -0.149, -0.002], [0.009, -0.038, 0.039], [-0.072, 0.034, -0.122], [-0.041, 0.030, -0.001], [0.056, 0.051, 0.032], [0.022, -0.014, -0.029], [-0.004, -0.008, 0.023], [0.027, -0.037, -0.039], [0.082, 0.053, 0.006], [0.033, 0.037, 0.011], [-0.001, 0.055, 0.003]],
  "lowdin_charge": [1.52, 0.00, -0.20, -0.10, -0.06, -1.09, 0.67, 0.92, -0.40, -0.29, -0.06, -0.08, -0.09, -0.08, -0.07, -0.10, -0.03, -0.08, -0.06, 0.01, -0.31, -0.34, 0.11, 0.06, 0.08, 0.09, 0.07, 0.11, 0.10, 0.10, 0.10, 0.09, 0.11, 0.11, 0.11, 0.11, -0.50, 0.79, -0.26, 0.71, -0.45, -0.31, -0.08, -0.07, -0.08, -0.07, -0.10, -0.24, -0.07, -0.08, -0.08, -0.07, -0.08, -0.26, -0.07, -0.07, -0.07, -0.07, -0.08, -0.29, -0.07, -0.07, -0.06, -0.06, -0.07, 0.07, 0.05, 0.10, 0.11, 0.10, 0.11, 0.11, 0.08, 0.11, 0.11, 0.11, 0.11, 0.10, 0.11, 0.11, 0.11, 0.11, 0.12, 0.11, 0.11, 0.11, 0.10, -0.25, -0.06, -0.23, -0.02, -0.05, -0.06, -0.07, -0.04, 0.10, 0.11, 0.11, 0.11, 0.11, -0.42, 1.15, -0.38, -0.08, -0.06, -0.06, -0.06, -0.07, -0.39, -0.08, -0.06, -0.06, -0.06, -0.08, 0.01, 0.12, 0.11, 0.11, 0.10, 0.09, 0.12, 0.11, 0.11, 0.10, 0.11, -0.07, -0.28, -0.29, -0.27, -0.06, 0.08, 0.04, 0.07, 0.11, 0.12, 0.12, 0.12, 0.04, 0.09, 0.06]
}